(1)
Entry from OMol25: a single C7H11IS molecule at a distorted geometry (the ωB97M-V functional and the def2-TZVPD basis).

E_tot ... -26368.1331 eV
Lowest unoccupied orbital energy (alpha / beta) ... 0.018 / -0.070 hartree
Largest force on an atom ... 9.9 eV Å⁻¹
HOMO-LUMO gap (alpha / beta) ... 5.173 / 7.556 eV
<S²> ... 2.0097
HOMO level (alpha / beta) ... -4.7 / -9.5 eV

```
! wB97M-V def2-TZVPD RIJCOSX def2/J DEFGRID3
* xyz 0 3
C -1.04781 0.13810 -0.06680
C -0.52589 1.35307 0.02422
C -0.06020 -1.04909 -0.09546
C 1.33066 -0.48558 0.09537
C -0.98930 2.75221 -0.19765
C -0.26616 -1.79504 -1.37799
C 1.53447 -0.67852 1.58804
S 1.22823 1.26113 -0.22811
I -3.08524 -0.21117 0.09704
H -0.44891 -1.60846 0.67827
H 2.01449 -1.04785 -0.44877
H -1.20266 3.01629 -1.32946
H -0.35643 3.54000 0.25326
H -1.85682 2.83852 0.42734
H -0.16468 -1.20945 -2.28627
H -1.31019 -2.26381 -1.47285
H 0.56015 -2.43145 -1.57568
H 0.49191 -0.30638 2.09129
H 2.42967 -0.16610 1.94760
H 1.72469 -1.64642 1.87660
*
```

(2)
Entry from OMol25: 5 unconnected molecules or ions with the total composition C51H103ClN9Si at a distorted geometry (the ωB97M-V functional and the def2-TZVPD basis).

E_tot ... -88359.4114 eV
Lowest unoccupied orbital energy ... -0.186 hartree
Largest force on an atom ... 2.3 eV Å⁻¹
HOMO-LUMO gap ... 3.825 eV
HOMO level ... -8.9 eV

```
! wB97M-V def2-TZVPD RIJCOSX def2/J DEFGRID3
* xyz 1 1
C 1.93208 5.09369 5.21935
C 1.61349 3.63381 4.79710
C 2.28651 3.19674 3.45447
Cl 3.34908 4.45356 2.72955
N 1.34498 2.62195 2.43596
C 0.33163 3.43329 2.04198
N 0.65872 4.39626 1.13779
N -0.97445 3.37419 2.51042
C -1.95252 3.19375 1.41638
C -1.44834 2.33418 0.25294
N -1.40667 2.77946 -0.93592
C -1.31843 4.59223 3.31686
C -2.12635 4.29347 4.58901
C -2.72843 5.65553 5.08678
C -4.26337 5.59283 5.31624
C -5.11958 5.95155 4.08045
C -4.68918 5.29824 2.74225
C -5.93633 5.15835 1.79778
C -6.28231 3.66902 1.45945
Si -7.32756 2.78546 2.76331
C -9.03163 3.60812 2.93150
C -6.56689 2.83431 4.51229
C -7.49457 0.95003 2.31220
C -6.91063 0.39888 1.17620
C -7.05492 -0.95691 0.93332
C -7.79822 -1.73411 1.78510
C -8.39131 -1.21370 2.92027
C -8.23058 0.13736 3.16318
C 0.94056 1.26452 2.75492
C 1.59144 0.20993 2.11942
C 1.24496 -1.09046 2.43287
N 0.30310 -1.52386 3.27743
C -0.28642 -0.47288 3.86084
C -0.02823 0.87194 3.68373
H 3.00527 5.19091 5.40530
H 1.58858 5.79449 4.45320
H 1.44624 5.28204 6.18466
H 0.54212 3.42429 4.79669
H 2.04752 3.01210 5.59145
H 2.97424 2.38530 3.70322
H 0.59564 5.35295 1.46790
H 0.88040 4.17707 0.17559
H -2.86736 2.71136 1.79819
H -2.29621 4.15215 0.99069
H -1.08210 1.30999 0.39979
H -1.74633 3.74443 -0.97470
H -0.36795 5.03903 3.65207
H -1.82136 5.36805 2.72587
H -2.96639 3.61226 4.42349
H -1.47550 3.95495 5.40370
H -2.27212 5.97161 6.03348
H -2.53923 6.46841 4.36536
H -4.50988 6.33398 6.09165
H -4.50621 4.61590 5.75510
H -6.16022 5.70214 4.32410
H -5.08746 7.04284 3.93921
H -3.90833 5.89232 2.24505
H -4.27355 4.29178 2.88743
H -5.70611 5.71163 0.87976
H -6.82451 5.58865 2.27634
H -6.80747 3.70183 0.49143
H -5.36965 3.07403 1.27461
H -9.40768 3.95869 1.96076
H -9.76552 2.92773 3.37975
H -8.91404 4.49250 3.57435
H -6.53764 1.82297 4.93760
H -5.53893 3.20531 4.43682
H -7.16598 3.47829 5.16818
H -6.34818 1.03317 0.49205
H -6.57330 -1.37625 0.05129
H -7.91360 -2.80098 1.59252
H -8.96693 -1.79849 3.63199
H -8.65994 0.58629 4.06173
H 2.36775 0.40623 1.38246
H 1.80978 -1.88046 1.92755
H -1.07707 -0.72667 4.57386
H -0.57588 1.61049 4.25916
C -0.39078 -8.39970 -0.12699
C -0.81033 -7.44055 0.97818
N 0.30980 -6.80944 1.65639
C -0.06406 -6.15115 2.89714
C -1.01919 -4.95657 2.81312
C 1.23889 -6.07393 0.81439
C 0.67676 -4.94271 -0.05278
H 0.31804 -9.14138 0.24439
H -1.26438 -8.93210 -0.50576
H 0.06350 -7.87821 -0.97116
H -1.37378 -8.02046 1.71410
H -1.51015 -6.70021 0.56116
H 0.84480 -5.84190 3.42188
H -0.52039 -6.90416 3.54799
H -0.52594 -4.07090 2.41643
H -1.37195 -4.69960 3.81487
H -1.89908 -5.17132 2.20487
H 1.73988 -6.78718 0.15311
H 2.04468 -5.67448 1.43664
H -0.22147 -5.23959 -0.59628
H 1.42127 -4.65018 -0.79862
H 0.44848 -4.05362 0.53561
C -2.63329 9.70891 3.07890
C -1.82823 9.20654 1.88858
N -2.57294 9.21270 0.64534
C -1.93377 8.45130 -0.41399
C -0.57420 8.93518 -0.92817
C -3.14113 10.49397 0.24969
C -2.18919 11.68344 0.09343
H -3.57462 9.16311 3.16997
H -2.06351 9.55561 3.99748
H -2.85490 10.77391 3.00847
H -1.53389 8.17183 2.10725
H -0.89643 9.78779 1.81794
H -2.62385 8.37291 -1.25835
H -1.81193 7.42008 -0.05313
H -0.66702 9.82918 -1.54150
H -0.12592 8.16377 -1.55989
H 0.12692 9.13892 -0.11724
H -3.90356 10.76619 0.98459
H -3.69951 10.36021 -0.67995
H -1.50403 11.78204 0.93714
H -2.76816 12.60725 0.04003
H -1.60272 11.62301 -0.82207
C 2.23050 -7.28235 -3.19284
C 3.58778 -6.62054 -3.38157
N 3.92100 -6.38604 -4.77292
C 5.31985 -6.05249 -4.98526
C 5.84652 -4.75000 -4.37381
C 2.96280 -5.59998 -5.53123
C 2.61186 -4.20010 -5.01449
H 2.15312 -8.19720 -3.78199
H 2.08912 -7.54732 -2.14344
H 1.41049 -6.61808 -3.47321
H 4.33979 -7.28948 -2.95382
H 3.61926 -5.69413 -2.78546
H 5.52555 -6.04615 -6.05966
H 5.92144 -6.87779 -4.59016
H 5.49046 -3.87364 -4.91443
H 6.93767 -4.73529 -4.43107
H 5.57532 -4.64701 -3.32205
H 2.03476 -6.17468 -5.60219
H 3.31003 -5.52080 -6.56448
H 2.39215 -4.19527 -3.94502
H 1.71923 -3.83564 -5.52845
H 3.40612 -3.48019 -5.20745
C 7.32229 -9.14893 -6.39735
C 8.27313 -9.26030 -7.57965
N 8.35719 -8.03872 -8.35889
C 9.00241 -8.21788 -9.64984
C 10.47752 -8.63038 -9.66356
C 8.73556 -6.84337 -7.62491
C 10.06118 -6.85964 -6.85597
H 6.33700 -8.80515 -6.71711
H 7.19960 -10.12511 -5.92538
H 7.69901 -8.46333 -5.63585
H 7.89885 -10.05788 -8.22729
H 9.25832 -9.59037 -7.21641
H 8.88591 -7.30025 -10.23360
H 8.43461 -8.97500 -10.20070
H 11.13269 -7.80776 -9.37943
H 10.76381 -8.92820 -10.67476
H 10.67608 -9.47848 -9.00727
H 7.93590 -6.61730 -6.91189
H 8.73329 -5.99225 -8.31123
H 10.18288 -7.76367 -6.25719
H 10.09384 -6.01094 -6.16821
H 10.92074 -6.76550 -7.51779
*
```

(3)
Entry from OMol25: 8 unconnected molecules or ions with the total composition C29H31Cl21FN3O at a distorted geometry (the ωB97M-V functional and the def2-TZVPD basis).

E_tot ... -302781.5178 eV
Lowest unoccupied orbital energy ... -0.013 hartree
Largest force on an atom ... 1.1 eV Å⁻¹
HOMO-LUMO gap ... 8.624 eV
HOMO level ... -9.0 eV

```
! wB97M-V def2-TZVPD RIJCOSX def2/J DEFGRID3
* xyz 0 1
H 1.99571 -1.16840 -4.56470
N 1.24647 -0.56031 -4.89530
C 0.88534 0.24625 -3.98799
C 1.51764 0.27971 -2.62259
C 0.56540 -0.05397 -1.49384
C -0.03156 -1.28170 -1.48870
C -0.88583 -1.61851 -0.42760
C -1.13081 -0.74584 0.59284
C -2.03029 -1.19444 1.71737
O -1.23542 -1.90456 2.66422
C -1.47960 -3.29820 2.66688
C -0.27308 -4.03810 3.20195
C -0.03910 -3.70222 4.67747
C -0.52239 0.52419 0.60349
N -0.76734 1.36750 1.66215
C -0.12990 2.47391 1.56963
F -0.27922 3.33704 2.57950
C 0.73812 2.87800 0.51200
C 1.44479 4.20713 0.53319
C 0.52233 5.41365 0.77298
C 1.23998 6.71952 0.48126
C 0.71035 7.70836 -0.31738
C 1.41414 8.88531 -0.49158
C 2.64242 9.08967 0.09588
C 3.17647 8.10804 0.91338
C 2.47042 6.93475 1.08876
N 0.96353 2.08177 -0.48542
C 0.32561 0.86409 -0.45417
H 0.11410 0.97458 -4.22082
H 2.34873 -0.42383 -2.60157
H 1.94416 1.27074 -2.47484
H 0.16271 -2.00099 -2.26050
H -1.35646 -2.59044 -0.40407
H -2.80658 -1.85179 1.32781
H -2.53480 -0.35540 2.18920
H -2.31672 -3.51721 3.33751
H -1.69863 -3.68670 1.66975
H 0.62571 -3.81468 2.62642
H -0.44558 -5.10823 3.09438
H 0.24564 -2.65574 4.74325
H 0.74950 -4.30375 5.11836
H -0.95738 -3.90205 5.22656
H 2.28186 4.16514 1.22510
H 1.88409 4.32560 -0.45618
H -0.38472 5.33512 0.18322
H 0.28923 5.46509 1.83112
H -0.25933 7.59781 -0.79056
H 1.02998 9.68104 -1.11408
H 3.21121 9.99379 -0.05688
H 4.12690 8.25001 1.40229
H 2.88506 6.17332 1.73369
Cl 0.14038 -5.11400 -4.32022
C -0.86214 -3.75841 -4.84173
Cl -1.94618 -4.24848 -6.14389
Cl -1.77888 -3.10439 -3.48160
H -0.21189 -2.97697 -5.21622
Cl -0.54359 -0.50117 -10.12824
C -0.65516 -1.84522 -8.98863
Cl -0.01509 -3.32707 -9.70842
Cl 0.18091 -1.46033 -7.48573
H -1.70060 -2.00793 -8.76197
Cl -3.69261 -6.17392 3.03745
C -2.99177 -7.03351 1.66405
Cl -3.21210 -6.11170 0.17280
Cl -1.28451 -7.37435 1.94010
H -3.51149 -7.97601 1.55779
Cl -2.10846 6.75548 -1.28800
C -3.41053 5.70223 -1.86652
Cl -4.93751 6.06688 -1.06345
Cl -3.57088 5.83584 -3.61353
H -3.13232 4.68527 -1.62275
Cl 2.34755 -6.01805 8.46310
C 1.59730 -4.42230 8.54455
Cl 2.29190 -3.34456 7.33351
Cl -0.15127 -4.54607 8.34819
H 1.79710 -4.00493 9.52197
Cl -0.50969 5.31693 -4.66371
C 0.13515 4.46817 -3.26522
Cl -0.96987 3.18710 -2.74084
Cl 1.73296 3.81421 -3.61816
H 0.23335 5.17860 -2.45283
Cl 1.46586 -9.15746 1.93747
C 1.82053 -9.26968 3.66375
Cl 1.47454 -7.73971 4.47288
Cl 0.91113 -10.58754 4.40330
H 2.87499 -9.48097 3.77792
*
```

(4)
Entry from OMol25: 2 unconnected molecules or ions with the total composition C6H11NOS at a distorted geometry (the ωB97M-V functional and the def2-TZVPD basis).

E_tot ... -20765.8122 eV
Lowest unoccupied orbital energy (alpha / beta) ... 0.005 / -0.037 hartree
Largest force on an atom ... 1.5 eV Å⁻¹
HOMO-LUMO gap (alpha / beta) ... 8.140 / 6.808 eV
HOMO level (alpha / beta) ... -8.0 / -7.8 eV

```
! wB97M-V def2-TZVPD RIJCOSX def2/J DEFGRID3
* xyz 0 1
C -0.91710 2.12484 -0.81441
C -1.85310 0.89780 1.44276
C -1.84436 -1.76670 -0.49611
C 2.72347 0.23541 0.02828
C 2.18652 -1.06509 0.59888
C 1.52828 -0.40507 -0.52366
N -1.78267 -0.46777 -0.83007
O -1.29316 -2.26566 0.45149
S -0.83030 0.74301 0.10763
H -0.00316 2.36128 -1.33353
H -1.42098 2.95557 -0.35331
H -2.28029 -0.01940 1.80506
H -1.46963 1.56345 2.19811
H -2.48451 -2.35070 -1.18932
H 2.60697 1.12061 0.63808
H 3.62991 0.23790 -0.56413
H 2.70520 -2.00051 0.41809
H 1.72752 -1.02169 1.57699
H 1.32231 -0.76866 -1.51029
H -2.25092 -0.10861 -1.65056
*
```

(5)
Entry from OMol25: a single C5H6OS2 molecule at a distorted geometry (the ωB97M-V functional and the def2-TZVPD basis).

E_tot ... -28999.2218 eV
Lowest unoccupied orbital energy ... 0.005 hartree
Largest force on an atom ... 2.6 eV Å⁻¹
HOMO-LUMO gap ... 8.912 eV
HOMO level ... -8.8 eV

```
! wB97M-V def2-TZVPD RIJCOSX def2/J DEFGRID3
* xyz 0 1
S 0.35629 1.05920 -3.44625
C 0.16962 0.41712 -1.91182
C -0.21911 -0.99788 -1.55910
C -0.39338 -0.87337 -0.07321
C -0.08956 0.36301 0.28321
C 0.05837 1.04390 1.58765
S -0.15803 -0.03607 3.05048
O 0.24349 1.15255 -0.78713
H -1.16313 -1.26930 -2.05920
H 0.56867 -1.74163 -1.81351
H -0.66590 -1.68843 0.56503
H 1.02615 1.56134 1.64782
H -0.70094 1.81781 1.68920
H 0.96747 -0.80826 2.82684
*
```

(6)
Entry from OMol25: 2 unconnected molecules or ions with the total composition C4H12NS at a distorted geometry (the ωB97M-V functional and the def2-TZVPD basis).

E_tot ... -16655.6813 eV
Lowest unoccupied orbital energy (alpha / beta) ... -0.181 / -0.276 hartree
Largest force on an atom ... 5.4 eV Å⁻¹
HOMO-LUMO gap (alpha / beta) ... 10.338 / 4.098 eV
HOMO level (alpha / beta) ... -15.3 / -11.6 eV

```
! wB97M-V def2-TZVPD RIJCOSX def2/J DEFGRID3
* xyz 1 1
C 1.37958 -0.57247 -1.19858
C 1.69620 1.78193 -0.21652
C 1.36771 -0.27318 1.21043
C -4.67361 -1.06231 0.13760
N 1.04846 0.36681 -0.08751
S -0.82710 0.76670 -0.02326
H 1.28665 -0.00505 -2.08302
H 2.43778 -0.96489 -1.17799
H 0.80019 -1.47512 -1.35588
H 1.46924 2.26622 0.69147
H 2.71305 1.65359 -0.25792
H 1.28247 2.40265 -0.99004
H 2.20882 -0.83532 1.17408
H 1.31423 0.50073 1.97912
H 0.46903 -1.01557 1.38828
H -3.98874 -0.49584 0.88886
H -4.30067 -2.03950 -0.06404
H -5.68330 -0.99940 -0.01508
*
```

Question: The lowest E_tot belongs to which entry?
Answer: C29H31Cl21FN3O